No. 1
Computed, not measured: an isolated molecule of C5H11NO, with wB97M-V/def2-TZVPD.

```
! wB97M-V def2-TZVPD RIJCOSX def2/J DEFGRID3
* xyz 0 1
C 1.0720 -0.5686 -2.0257
C 1.2266 -1.0848 -0.5979
C 1.3439 0.0367 0.4365
N 0.1038 0.7736 0.6155
C -0.8818 0.2783 1.4174
C -2.1748 1.0688 1.4588
O -0.7359 -0.7445 2.0689
H 0.9457 -1.3910 -2.7374
H 0.1962 0.0846 -2.1201
H 1.9546 0.0057 -2.3346
H 0.3710 -1.7099 -0.3167
H 2.1170 -1.7222 -0.5277
H 1.6084 -0.3829 1.4108
H 2.1268 0.7481 0.1468
H -0.0756 1.5901 0.0542
H -2.9886 0.4106 1.1422
H -2.1724 1.9625 0.8277
H -2.3754 1.3606 2.4931
*
```

Summary:
max |F|	0.336	eV Å⁻¹
ΔE to the lowest compared entry with this formula, charge and spin	0.7	kcal/mol
highest occupied orbital energy	-9.582	eV
HOMO-LUMO gap	10.46	eV
structure (SMILES)	CCCNC(C)=O
lowest unoccupied orbital energy	0.88	eV

No. 2
Computed, not measured: a cluster of 2 separate species, C9H10IN3S in total in a non-equilibrium geometry, with wB97M-V/def2-TZVPD.

```
! wB97M-V def2-TZVPD RIJCOSX def2/J DEFGRID3
* xyz 0 1
C -3.4600 0.0500 2.3327
C -1.9298 -0.0263 -0.5064
C -1.0458 -0.9670 -1.0777
C 0.0684 1.3622 -0.2482
C -1.3683 1.2003 -0.1525
C 0.3063 -0.6893 -1.2386
C 1.2633 -1.5990 -1.8684
C -2.0078 2.2567 0.7781
C 1.8732 0.0148 2.6462
N -4.2626 -0.6435 1.8623
N 0.8596 0.4780 -0.8053
N -2.7248 0.8403 3.0178
S -1.6837 1.9581 2.5911
I 0.4619 -1.4854 2.7003
H -2.9780 -0.2420 -0.3614
H -1.3707 -1.8190 -1.5012
H 0.5692 2.2456 0.1051
H 2.1452 -1.5142 -1.1688
H 0.8997 -2.5000 -2.0551
H 1.6652 -1.2834 -2.9499
H -1.2958 3.1118 0.7167
H -3.0218 2.5887 0.6250
H 1.4264 0.9510 3.0537
H 2.5422 0.1453 1.7607
*
```

Summary:
max |F|	5.618	eV Å⁻¹
ΔE to the lowest compared entry with this formula, charge and spin	0.0	kcal/mol
highest occupied orbital energy (spin up / spin down)	-8.963 / -8.492	eV
HOMO-LUMO gap (spin up / spin down)	8.41 / 6.53	eV
lowest unoccupied orbital energy (spin up / spin down)	-0.56 / -1.96	eV

No. 3
Computed, not measured: an isolated molecule of C7H14N2 in a non-equilibrium geometry, with wB97M-V/def2-TZVPD.

```
! wB97M-V def2-TZVPD RIJCOSX def2/J DEFGRID3
* xyz 0 1
C 0.0200 -1.6924 -1.0844
C -0.5776 -0.9102 0.0635
C -1.0991 -1.7949 1.1661
C -0.8813 0.4328 -0.0193
C -2.0256 1.1311 0.6625
C 0.0911 1.2557 -0.6712
C 1.4196 1.0106 -0.4043
N 1.9408 0.5909 0.8166
N 2.3886 1.5395 -1.2206
H 0.1456 -1.0879 -1.9868
H 0.9870 -2.1244 -0.8094
H -0.6436 -2.5221 -1.3611
H -1.9612 -2.3872 0.8444
H -1.3871 -1.2319 2.0575
H -0.3104 -2.4913 1.4772
H -2.9026 1.1237 0.0048
H -1.7926 2.1730 0.9003
H -2.3215 0.6651 1.6055
H -0.2210 1.9554 -1.4442
H 1.2094 0.3510 1.4781
H 2.5393 1.3089 1.2143
H 3.2750 1.0630 -1.1021
H 2.1073 1.6413 -2.1873
*
```

Summary:
max |F|	2.471	eV Å⁻¹
ΔE to the lowest compared entry with this formula, charge and spin	32.4	kcal/mol
highest occupied orbital energy	-6.991	eV
HOMO-LUMO gap	7.96	eV
structure (SMILES)	CC(C)=C(C)C=C(N)N
lowest unoccupied orbital energy	0.97	eV

The lowest max |F| belongs to which entry?
C5H11NO